{
  "formula": "C22H31N5O3S",
  "method": "the ωB97M-V functional and the def2-TZVPD basis",
  "homo_lumo_gap_ev": 9.171,
  "e_homo_ev": -8.5,
  "e_lumo_ha": 0.0231,
  "molar_mass_g_mol": 445.589,
  "smiles": "CCn1c(CNC(=O)Cc2ccc(OC)cc2)nnc1SCC(=O)NC1CCCCC1",
  "species": ["C", "H", "H", "H", "C", "N", "C", "N", "N", "C", "C", "N", "C", "O", "C", "C", "C", "C", "C", "C", "C", "H", "H", "O", "C", "H", "H", "H", "H", "H", "H", "H", "H", "H", "H", "S", "C", "H", "H", "C", "O", "N", "H", "C", "C", "C", "C", "C", "C", "H", "H", "H", "H", "H", "H", "H", "H", "H", "H", "H", "H", "H"],
  "coordinates": [[-4.22, -4.08, 0.28], [-3.60, -4.67, 0.95], [-4.71, -4.75, -0.41], [-4.98, -3.57, 0.87], [-3.38, -3.07, -0.49], [-2.70, -2.16, 0.39], [-3.11, -0.92, 0.76], [-2.23, -0.36, 1.56], [-1.23, -1.24, 1.73], [-1.51, -2.32, 1.05], [-0.60, -3.50, 0.94], [0.58, -3.15, 0.17], [0.49, -2.98, -1.17], [-0.48, -3.33, -1.81], [1.73, -2.38, -1.83], [2.57, -1.53, -0.92], [2.02, -0.44, -0.25], [2.78, 0.34, 0.59], [4.14, 0.06, 0.78], [4.70, -1.03, 0.12], [3.92, -1.81, -0.71], [4.37, -2.65, -1.22], [5.74, -1.28, 0.24], [4.80, 0.89, 1.62], [6.17, 0.67, 1.85], [6.75, 0.75, 0.92], [6.35, -0.31, 2.31], [6.49, 1.46, 2.54], [2.36, 1.18, 1.12], [0.97, -0.21, -0.38], [2.32, -3.21, -2.23], [1.38, -1.79, -2.68], [1.32, -2.67, 0.67], [-1.11, -4.32, 0.42], [-0.29, -3.82, 1.93], [-4.61, -0.23, 0.24], [-4.58, 1.36, 1.13], [-4.19, 1.17, 2.12], [-5.62, 1.69, 1.16], [-3.75, 2.40, 0.37], [-4.26, 3.25, -0.32], [-2.43, 2.26, 0.56], [-2.10, 1.45, 1.10], [-1.44, 3.03, -0.17], [-0.22, 3.27, 0.71], [0.84, 4.06, -0.04], [1.24, 3.34, -1.33], [0.02, 3.10, -2.21], [-1.04, 2.30, -1.45], [-1.92, 2.16, -2.08], [-0.64, 1.32, -1.19], [0.31, 2.57, -3.11], [-0.41, 4.06, -2.51], [1.98, 3.94, -1.87], [1.71, 2.39, -1.09], [1.72, 4.20, 0.59], [0.45, 5.05, -0.29], [-0.52, 3.80, 1.62], [0.19, 2.30, 1.02], [-1.92, 3.98, -0.43], [-2.62, -3.57, -1.11], [-4.02, -2.47, -1.14]]
}

{
  "formula": "C22H31N6O3PPtS4",
  "method": "the ωB97M-V functional and the def2-TZVPD basis",
  "homo_lumo_gap_ev": 7.553,
  "e_homo_ev": -7.3,
  "e_lumo_ha": 0.0085,
  "molar_mass_g_mol": 781.849,
  "species": ["Pt", "O", "C", "C", "C", "C", "C", "C", "C", "O", "N", "N", "C", "S", "C", "C", "S", "H", "H", "H", "H", "H", "H", "H", "H", "H", "S", "C", "N", "C", "C", "C", "N", "H", "H", "H", "H", "H", "H", "H", "H", "C", "P", "C", "C", "O", "H", "H", "H", "H", "H", "H", "H", "H", "H", "C", "C", "C", "C", "N", "C", "S", "N", "H", "H", "H", "H", "H"],
  "coordinates": [[0.71, 0.27, -0.27], [0.19, -0.63, 4.15], [1.49, -0.58, 4.49], [1.81, -0.59, 5.85], [3.13, -0.56, 6.26], [4.16, -0.52, 5.32], [3.85, -0.49, 3.98], [2.53, -0.51, 3.54], [2.22, -0.41, 2.09], [0.99, -0.58, 1.71], [3.21, -0.17, 1.29], [2.86, 0.01, -0.03], [3.87, -0.13, -0.82], [5.42, -0.57, -0.09], [6.36, -0.37, -1.64], [5.47, -0.70, -2.81], [3.85, 0.10, -2.54], [0.14, -0.56, 3.17], [1.00, -0.61, 6.57], [3.35, -0.56, 7.32], [5.19, -0.50, 5.65], [4.63, -0.44, 3.23], [7.22, -1.04, -1.59], [6.71, 0.66, -1.68], [5.31, -1.77, -2.90], [5.86, -0.31, -3.75], [0.78, 1.06, -2.52], [-0.92, 0.98, -2.79], [-1.57, -0.15, -2.66], [-3.00, -0.26, -2.89], [-3.67, 1.05, -2.53], [-3.02, 2.17, -3.33], [-1.57, 2.07, -3.21], [-1.08, -0.93, -2.19], [-3.38, -1.08, -2.27], [-3.19, -0.51, -3.94], [-3.54, 1.24, -1.46], [-4.74, 1.01, -2.74], [-3.33, 3.14, -2.95], [-3.30, 2.10, -4.39], [-1.01, 2.91, -3.27], [-2.63, -2.96, 0.22], [-1.03, -3.34, -0.54], [0.07, -3.82, 0.80], [-1.35, -4.83, -1.52], [-0.46, -2.23, -1.37], [-2.97, -3.79, 0.84], [-3.36, -2.76, -0.57], [-2.53, -2.07, 0.83], [-0.42, -4.48, 1.51], [0.39, -2.90, 1.29], [0.95, -4.31, 0.37], [-1.71, -5.63, -0.88], [-0.42, -5.15, -2.00], [-2.09, -4.61, -2.29], [-4.82, 4.31, 0.18], [-3.39, 3.89, 0.06], [-2.39, 4.78, -0.34], [-1.10, 4.28, -0.39], [-0.80, 3.02, -0.10], [-1.83, 2.22, 0.24], [-1.50, 0.54, 0.59], [-3.10, 2.63, 0.34], [-4.91, 5.36, 0.44], [-5.32, 3.70, 0.94], [-5.34, 4.15, -0.77], [-2.62, 5.81, -0.58], [-0.27, 4.92, -0.67]]
}

{
  "formula": "C22H31N7OS",
  "method": "the ωB97M-V functional and the def2-TZVPD basis",
  "homo_lumo_gap_ev": 8.007,
  "e_homo_ev": -7.6,
  "e_lumo_ha": 0.0143,
  "molar_mass_g_mol": 441.605,
  "smiles": "CC(C)C[C@@H](c1nnnn1C[C@@H]1CCCO1)N1CCN(c2nc3ccccc3s2)CC1",
  "species": ["C", "H", "H", "H", "C", "C", "H", "H", "H", "C", "H", "H", "C", "C", "N", "N", "N", "N", "C", "H", "H", "C", "C", "H", "C", "H", "C", "H", "H", "O", "H", "H", "H", "N", "C", "H", "C", "N", "C", "N", "C", "C", "C", "C", "C", "C", "S", "H", "H", "H", "H", "C", "H", "C", "H", "H", "H", "H", "H", "H", "H", "H"],
  "coordinates": [[-3.12, -3.10, -2.01], [-2.77, -2.18, -2.48], [-4.17, -2.99, -1.75], [-3.03, -3.90, -2.75], [-2.29, -3.43, -0.77], [-2.70, -4.80, -0.22], [-2.58, -5.57, -0.98], [-3.74, -4.78, 0.09], [-2.09, -5.07, 0.64], [-2.45, -2.37, 0.32], [-3.51, -2.19, 0.50], [-2.02, -2.73, 1.25], [-1.79, -1.03, -0.04], [-2.03, -0.08, 1.09], [-1.73, -0.28, 2.35], [-2.11, 0.80, 3.02], [-2.63, 1.66, 2.25], [-2.61, 1.16, 1.00], [-3.18, 1.88, -0.09], [-2.88, 1.42, -1.04], [-2.81, 2.91, -0.06], [-4.72, 1.91, 0.02], [-5.35, 0.51, -0.08], [-5.63, 0.12, 0.90], [-6.55, 0.74, -0.99], [-6.84, -0.14, -1.55], [-6.03, 1.86, -1.89], [-6.81, 2.48, -2.32], [-5.40, 1.45, -2.69], [-5.25, 2.69, -1.04], [-7.41, 1.10, -0.42], [-4.66, -0.19, -0.55], [-4.98, 2.40, 0.97], [-0.40, -1.19, -0.43], [0.18, -0.12, -1.20], [-0.57, 0.31, -1.87], [0.81, 0.98, -0.33], [1.81, 0.38, 0.53], [3.11, 0.35, 0.20], [3.99, -0.39, 0.78], [5.25, -0.15, 0.31], [6.41, -0.78, 0.75], [7.61, -0.43, 0.17], [7.69, 0.53, -0.82], [6.55, 1.18, -1.27], [5.34, 0.83, -0.70], [3.75, 1.46, -1.05], [6.59, 1.93, -2.04], [8.64, 0.79, -1.25], [8.52, -0.92, 0.51], [6.34, -1.53, 1.52], [1.26, -0.66, 1.38], [2.08, -1.11, 1.93], [0.55, -1.72, 0.53], [0.05, -2.43, 1.19], [1.31, -2.26, -0.05], [0.56, -0.20, 2.08], [1.27, 1.75, -0.95], [0.06, 1.45, 0.31], [0.98, -0.55, -1.82], [-2.29, -0.63, -0.93], [-1.23, -3.47, -1.06]]
}

{
  "formula": "C22H31NO5",
  "method": "the ωB97M-V functional and the def2-TZVPD basis",
  "homo_lumo_gap_ev": 8.609,
  "e_homo_ev": -8.1,
  "e_lumo_ha": 0.0184,
  "molar_mass_g_mol": 389.492,
  "smiles": "CCOc1ccc(CC(NCCO)=C2C(=O)CC(C)(C)CC2=O)cc1OCC",
  "species": ["C", "C", "H", "H", "O", "C", "C", "C", "C", "C", "C", "O", "C", "C", "H", "H", "H", "H", "H", "H", "C", "C", "N", "C", "C", "O", "H", "H", "H", "H", "H", "C", "C", "O", "H", "C", "C", "C", "C", "O", "H", "H", "C", "H", "H", "H", "C", "H", "H", "H", "H", "H", "H", "H", "H", "H", "H", "H", "H"],
  "coordinates": [[-6.36, -0.84, -0.96], [-5.76, -0.48, 0.39], [-5.81, 0.61, 0.56], [-6.32, -0.97, 1.19], [-4.44, -0.95, 0.55], [-3.42, -0.33, -0.09], [-3.50, 0.86, -0.80], [-2.37, 1.42, -1.38], [-1.14, 0.80, -1.27], [-1.05, -0.40, -0.56], [-2.16, -0.97, 0.03], [-2.16, -2.13, 0.73], [-0.94, -2.82, 0.89], [-1.22, -4.07, 1.70], [-1.63, -3.80, 2.67], [-0.31, -4.64, 1.84], [-1.95, -4.69, 1.19], [-0.20, -2.19, 1.40], [-0.53, -3.10, -0.10], [-0.09, -0.88, -0.50], [0.11, 1.39, -1.88], [1.15, 1.56, -0.81], [1.10, 2.65, -0.06], [-0.01, 3.53, 0.19], [-0.74, 3.07, 1.47], [0.08, 3.14, 2.61], [0.83, 2.53, 2.52], [-1.58, 3.74, 1.67], [-1.12, 2.05, 1.32], [0.38, 4.53, 0.34], [-0.72, 3.53, -0.64], [2.10, 0.56, -0.52], [2.72, 0.55, 0.79], [2.59, 1.45, 1.62], [1.79, 2.63, 0.71], [3.51, -0.67, 1.21], [4.23, -1.37, 0.06], [3.17, -1.70, -0.99], [2.43, -0.47, -1.50], [2.16, -0.39, -2.68], [2.43, -2.37, -0.56], [3.61, -2.20, -1.86], [4.88, -2.66, 0.56], [4.13, -3.34, 0.98], [5.38, -3.18, -0.25], [5.62, -2.44, 1.33], [5.31, -0.46, -0.53], [5.81, -0.96, -1.36], [6.05, -0.21, 0.22], [4.87, 0.46, -0.90], [2.80, -1.37, 1.67], [4.21, -0.36, 1.98], [0.50, 0.72, -2.65], [-0.11, 2.35, -2.34], [-2.47, 2.34, -1.94], [-4.44, 1.37, -0.91], [-7.39, -0.51, -1.01], [-5.80, -0.39, -1.77], [-6.34, -1.92, -1.09]]
}

{
  "formula": "C22H31OSi",
  "method": "the ωB97M-V functional and the def2-TZVPD basis",
  "charge": 1,
  "homo_lumo_gap_ev": 7.036,
  "e_homo_ev": -11.3,
  "e_lumo_ha": -0.1573,
  "molar_mass_g_mol": 339.575,
  "species": ["C", "C", "C", "C", "C", "O", "Si", "C", "C", "C", "H", "H", "H", "H", "H", "H", "H", "H", "H", "H", "H", "H", "H", "H", "H", "H", "H", "H", "C", "C", "C", "C", "C", "C", "C", "C", "C", "C", "C", "C", "C", "C", "H", "H", "H", "H", "H", "H", "H", "H", "H", "H", "H", "H", "H"],
  "coordinates": [[-2.67, 2.45, 2.50], [-1.99, 1.94, 1.19], [-0.87, 0.98, 1.33], [-0.82, -0.38, 0.63], [-0.42, -1.42, 1.66], [-0.12, 1.12, 2.37], [1.53, 2.00, 2.70], [1.31, 3.51, 3.76], [2.51, 0.65, 3.51], [1.93, 2.37, 0.94], [-3.38, 3.24, 2.24], [-3.24, 1.65, 2.99], [-1.94, 2.88, 3.20], [-2.75, 1.40, 0.60], [-1.66, 2.81, 0.58], [-1.89, -0.51, 0.38], [-0.66, -2.43, 1.28], [0.67, -1.33, 1.84], [-1.00, -1.25, 2.58], [2.26, 4.08, 3.75], [0.53, 4.17, 3.38], [1.09, 3.26, 4.81], [3.59, 0.84, 3.39], [2.30, 0.60, 4.59], [2.30, -0.34, 3.08], [2.99, 2.56, 0.79], [1.64, 1.53, 0.31], [1.37, 3.24, 0.58], [-0.10, -5.97, -2.91], [-0.04, -4.57, -2.36], [0.62, -4.31, -1.16], [0.64, -3.03, -0.61], [-0.03, -1.96, -1.23], [0.02, -0.56, -0.59], [-0.19, 0.57, -1.62], [0.95, 1.28, -2.00], [0.84, 2.35, -2.89], [-0.41, 2.63, -3.46], [-1.52, 1.85, -3.15], [-1.42, 0.80, -2.23], [-0.65, -2.21, -2.46], [-0.63, -3.50, -3.01], [-0.93, -6.10, -3.62], [0.82, -6.22, -3.44], [-0.22, -6.72, -2.12], [1.13, -5.13, -0.64], [1.22, -2.88, 0.31], [1.09, -0.45, -0.29], [1.92, 0.99, -1.59], [1.73, 2.93, -3.10], [-0.51, 3.50, -4.10], [-2.49, 2.06, -3.60], [-2.25, 0.12, -2.06], [-1.11, -1.42, -3.04], [-1.09, -3.67, -3.99]]
}

{
  "formula": "C22H32AlF3N2O3P",
  "method": "the ωB97M-V functional and the def2-TZVPD basis",
  "charge": 1,
  "homo_lumo_gap_ev": 1.367,
  "e_homo_ev": -7.3,
  "e_lumo_ha": -0.2166,
  "molar_mass_g_mol": 487.459,
  "species": ["C", "P", "O", "Al", "C", "C", "C", "C", "O", "C", "O", "C", "C", "C", "F", "C", "F", "F", "H", "H", "H", "H", "H", "H", "H", "H", "H", "H", "H", "H", "H", "H", "H", "H", "H", "H", "C", "N", "C", "C", "C", "C", "C", "C", "C", "C", "N", "C", "C", "C", "H", "H", "H", "H", "H", "H", "H", "H", "H", "H", "H", "H", "H", "H"],
  "coordinates": [[6.46, 3.08, 0.73], [4.76, 2.21, 0.75], [4.19, 1.98, -0.89], [3.21, 3.57, 1.93], [2.59, 2.43, 3.51], [1.80, 3.23, 4.66], [1.71, 2.37, 6.03], [1.90, 0.79, 5.84], [3.29, 0.40, 5.99], [3.58, -0.82, 5.34], [3.45, -1.88, 6.01], [1.74, 4.05, 0.59], [0.34, 4.47, 1.24], [-0.86, 4.42, 0.17], [-1.97, 5.31, 0.30], [-0.91, 3.53, -0.96], [-1.18, 2.14, -0.89], [-0.61, 4.04, -2.27], [6.52, 3.68, 1.70], [7.25, 2.25, 0.79], [6.62, 3.74, -0.19], [3.86, 1.05, -0.93], [4.05, 4.83, 2.41], [3.55, 1.99, 3.99], [1.95, 1.55, 3.16], [0.74, 3.44, 4.27], [2.27, 4.23, 4.94], [2.54, 2.70, 6.77], [0.73, 2.52, 6.60], [1.33, 0.30, 6.71], [1.40, 0.38, 4.89], [3.98, -0.91, 4.26], [2.12, 4.96, 0.00], [1.63, 3.14, -0.12], [0.37, 5.57, 1.60], [0.10, 3.86, 2.20], [-3.71, 1.56, -3.24], [-3.47, 0.11, -3.29], [-2.36, -0.40, -2.71], [-2.12, -1.76, -2.70], [-3.04, -2.64, -3.28], [-4.17, -2.08, -3.88], [-4.37, -0.71, -3.88], [-2.86, -4.10, -3.23], [-3.83, -4.92, -2.64], [-3.67, -6.30, -2.65], [-2.60, -6.87, -3.23], [-1.63, -6.10, -3.78], [-1.74, -4.72, -3.80], [-2.47, -8.34, -3.27], [-2.85, 2.06, -3.70], [-3.81, 1.85, -2.19], [-4.62, 1.81, -3.78], [-1.67, 0.31, -2.26], [-1.23, -2.13, -2.21], [-4.92, -2.71, -4.37], [-5.24, -0.26, -4.33], [-4.71, -4.50, -2.17], [-4.41, -6.95, -2.20], [-0.79, -6.62, -4.23], [-0.96, -4.14, -4.27], [-1.53, -8.61, -2.79], [-2.48, -8.64, -4.32], [-3.30, -8.80, -2.74]]
}

{
  "formula": "C22H32AsBr2N14SScSi2",
  "method": "the ωB97M-V functional and the def2-TZVPD basis",
  "homo_lumo_gap_ev": 5.957,
  "e_homo_ev": -7.3,
  "e_lumo_ha": -0.0501,
  "molar_mass_g_mol": 860.521,
  "species": ["Sc", "Br", "C", "C", "C", "N", "C", "C", "C", "C", "C", "Br", "C", "C", "N", "H", "H", "H", "H", "H", "H", "N", "C", "N", "N", "N", "N", "C", "N", "N", "N", "N", "H", "C", "Si", "C", "C", "As", "Si", "C", "C", "C", "H", "H", "H", "H", "H", "H", "H", "H", "H", "H", "H", "H", "H", "H", "H", "H", "H", "H", "C", "C", "C", "N", "N", "C", "N", "S", "H", "H", "H", "H", "H", "H", "H"],
  "coordinates": [[-0.02, -0.14, -0.79], [0.36, -3.14, 5.49], [0.24, -2.28, 3.82], [-0.98, -1.84, 3.34], [-1.00, -1.23, 2.10], [0.10, -1.03, 1.38], [1.29, -1.44, 1.85], [1.39, -2.08, 3.07], [2.46, -1.15, 0.99], [3.76, -1.46, 1.38], [4.80, -1.08, 0.54], [6.57, -1.47, 1.03], [4.53, -0.41, -0.64], [3.21, -0.15, -0.94], [2.20, -0.52, -0.16], [-1.89, -1.98, 3.90], [-1.93, -0.88, 1.66], [2.34, -2.42, 3.46], [3.98, -1.96, 2.31], [5.33, -0.09, -1.30], [2.94, 0.37, -1.85], [-2.31, -0.45, -3.58], [-0.96, -0.59, -3.81], [-0.44, -1.05, -4.94], [0.88, -1.08, -4.71], [1.14, -0.66, -3.52], [-0.02, -0.32, -2.92], [-2.84, -0.48, -2.30], [-4.08, -0.80, -2.01], [-4.16, -0.67, -0.67], [-3.03, -0.31, -0.18], [-2.14, -0.16, -1.20], [-2.93, -0.79, -4.31], [-2.55, 3.42, 0.31], [-1.26, 3.64, -1.03], [-0.83, 5.46, -1.17], [-1.95, 3.10, -2.69], [0.70, 2.41, -0.65], [1.18, 2.89, 1.58], [2.96, 2.39, 1.91], [0.13, 2.02, 2.90], [1.02, 4.73, 1.92], [-3.45, 4.00, 0.08], [-2.18, 3.77, 1.28], [-2.84, 2.37, 0.41], [-1.73, 6.04, -1.40], [-0.10, 5.62, -1.97], [-0.40, 5.85, -0.25], [-2.71, 3.81, -3.03], [-2.42, 2.12, -2.63], [-1.16, 3.06, -3.44], [3.13, 1.32, 1.78], [3.25, 2.65, 2.94], [3.64, 2.92, 1.23], [-0.93, 2.03, 2.64], [0.26, 2.53, 3.86], [0.44, 0.98, 3.04], [1.58, 5.31, 1.18], [1.41, 4.96, 2.91], [-0.02, 5.05, 1.88], [-2.95, -4.43, 1.00], [-2.33, -5.03, -0.26], [-1.13, -4.26, -0.72], [-0.99, -3.00, -0.54], [0.16, -2.50, -1.09], [0.89, -3.40, -1.69], [2.08, -3.13, -2.30], [0.19, -4.98, -1.60], [-3.82, -5.01, 1.30], [-3.27, -3.40, 0.82], [-2.23, -4.43, 1.82], [-3.07, -5.01, -1.07], [-2.06, -6.07, -0.11], [2.10, -2.19, -2.72], [2.46, -3.85, -2.88]]
}